[1]
C29H49IrN2OP2S as an isolated structure. Source: the Open Molecules 2025 dataset; level of theory: ωB97M-V with the def2-TZVPD basis set.

Results
orbital gap (spin up / spin down) = 5.72 / 5.43 eV
⟨S²⟩ = 6.05
total charge = +2
energy relative to the best compared isomer or geometry (same formula, charge and spin) = 243.1 kJ/mol
HOMO level (spin up / spin down) = -10.5 / -14.4 eV
spin multiplicity = 5
energy = -68126.8647 eV

Last column: Löwdin charge in e.
Cartesian coordinates (Å):
H: -3.087 -2.403 -1.716  0.0601
C: 2.726 -1.309 3.869  -0.0533
C: -2.749 3.194 -1.879  -0.0951
H: -1.560 1.904 1.258  0.0444
H: -1.019 -3.722 1.662  0.0855
H: -3.430 1.303 5.348  0.1245
H: -0.570 5.216 -0.268  0.0843
H: 0.066 -4.085 -4.183  0.0691
C: 3.896 1.231 3.630  -0.0442
H: -0.787 -5.153 -3.062  0.0778
C: -1.809 -0.796 3.190  -0.0448
H: -1.939 -1.753 2.681  0.0963
H: 0.570 4.942 1.046  0.0949
C: -0.909 4.347 -3.109  -0.0869
Ir: -0.334 -0.129 -0.942  0.9569
P: -0.110 -2.361 -1.666  0.9375
H: 0.661 -5.413 0.372  0.0984
C: 2.772 0.918 2.853  -0.1086
H: 1.214 -4.995 -1.236  0.0712
H: 4.321 2.228 3.543  0.1189
H: -3.769 -0.818 4.099  0.1391
H: 2.125 -3.366 -2.155  0.0983
H: 3.027 -1.222 -1.396  0.1291
H: 1.126 4.789 -0.602  0.0745
C: 4.453 0.287 4.499  -0.0345
H: 2.238 -2.285 3.959  0.1204
C: -2.831 -0.278 3.999  0.0179
C: 2.286 1.141 -2.212  -0.2941
H: 5.349 0.536 5.084  0.1273
H: 2.333 1.660 2.179  0.0985
H: 0.552 1.590 3.726  0.1081
H: -3.110 2.292 -1.380  0.0619
C: 2.196 -0.348 2.983  -0.4124
C: -1.365 3.022 -2.500  -0.5251
C: -2.646 0.921 4.694  -0.0472
H: 0.353 0.062 -2.555  0.0062
C: 1.545 -2.490 -2.484  -0.2527
C: 1.480 2.419 -2.205  -0.2566
H: -0.973 -0.183 -2.419  0.0112
H: 4.279 -1.713 5.315  0.1229
H: 1.968 0.437 0.521  0.0226
H: 0.026 4.270 -3.664  0.0702
C: -1.318 2.956 1.076  -0.0975
P: -0.171 2.186 -1.397  0.9519
H: 0.751 -3.041 0.374  0.0773
H: -2.020 -4.312 0.341  0.0875
H: -3.440 3.396 -2.708  0.0992
C: 0.273 4.590 0.051  -0.0864
H: -1.623 -4.420 -4.438  0.0976
C: -0.612 -0.069 3.018  -0.3641
H: -1.856 -2.554 0.645  0.0336
H: -2.210 3.464 0.688  0.0783
C: -0.055 -3.505 -0.225  -0.5363
H: -2.816 4.044 -1.188  0.0832
C: -0.875 -4.238 -3.660  -0.0871
N: 1.033 0.047 0.622  -0.4208
N: 1.461 -0.060 -2.268  -0.3114
C: -2.715 -3.249 -2.293  -0.0893
H: -1.070 3.391 2.051  0.0879
H: 3.020 -1.076 -3.116  0.1275
C: 0.355 -4.932 -0.565  -0.0897
H: -1.429 2.276 -3.311  0.1121
H: 1.302 2.730 -3.243  0.0917
C: 2.332 -1.207 -2.264  -0.2964
H: 0.751 2.576 0.662  0.0754
H: -1.384 -2.165 -3.564  0.1047
O: -3.199 -0.147 -0.024  0.0874
C: -0.405 1.080 3.786  -0.0708
H: -0.812 5.168 -2.386  0.0776
C: 3.861 -0.980 4.623  -0.0394
H: 2.048 3.228 -1.722  0.0985
C: -0.089 3.115 0.185  -0.5291
H: -1.667 4.641 -3.840  0.0973
S: 0.748 -0.765 2.026  1.0684
H: -0.469 -5.522 -0.986  0.0822
H: -3.400 -3.368 -3.142  0.0995
C: -1.322 -3.016 -2.868  -0.5322
C: -1.322 -3.513 0.632  -0.1196
H: 3.071 1.071 -1.419  0.1257
C: -2.091 -0.142 -0.395  -0.4439
C: -1.426 1.588 4.594  -0.0355
H: 1.378 -2.612 -3.563  0.0937
H: -2.795 -4.154 -1.680  0.0816
H: 2.894 1.107 -3.139  0.1308
H: -1.255 2.503 5.153  0.1266

Atoms 1-2, force components in eV/Å:
0.02 0.01 0.10
-0.16 0.43 -0.22

---

[2]
C29H49N7O26S5 as an isolated structure. Source: the Open Molecules 2025 dataset; level of theory: ωB97M-V with the def2-TZVPD basis set.

Results
orbital gap = 8.30 eV
HOMO level = -7.9 eV
energy = -148696.6663 eV

Last column: Löwdin charge in e.
Cartesian coordinates (Å):
C: -0.914 4.482 0.372  -0.1239
H: -3.879 -2.649 -2.183  0.0988
C: 4.574 0.354 1.866  -0.1543
H: 3.591 -0.019 4.948  0.1041
S: -0.823 0.096 -1.237  0.5780
C: -5.469 0.689 3.370  -0.1392
C: 1.965 4.214 2.604  -0.1040
C: -5.648 0.477 1.884  -0.1504
H: 2.127 5.206 2.990  0.0921
C: -1.177 -3.703 3.642  -0.0924
O: -1.396 -1.375 6.104  -0.2014
H: -2.272 2.114 -5.201  0.0973
H: -0.413 2.834 5.888  0.1077
H: 3.556 -2.312 -4.533  0.0881
H: 0.113 -2.663 -0.668  0.1289
O: -1.327 -3.459 -3.226  -0.2123
O: -0.653 -5.349 -4.607  -0.1770
O: -2.849 -0.772 1.837  -0.2120
H: -1.872 3.598 -4.239  0.0929
H: 2.695 -1.932 3.327  0.0836
S: -0.735 -0.280 5.510  0.5735
H: -2.162 2.016 -3.440  0.0831
C: 1.018 2.179 2.379  -0.1117
O: -0.637 -0.228 4.097  -0.2275
H: 4.399 0.943 -7.261  0.1031
O: -1.474 -1.281 -0.816  -0.1970
C: 4.043 0.281 -6.490  -0.1378
H: 0.467 -2.421 2.912  0.0573
H: 3.661 -1.366 0.838  0.0916
C: 3.311 -1.098 3.029  -0.1044
H: -2.050 -5.740 4.062  0.1073
H: 1.204 -3.815 -6.814  0.1359
H: 1.462 1.319 7.478  0.1311
C: 4.497 -0.916 -5.992  -0.1124
O: -4.059 0.477 3.608  -0.1839
C: -1.333 -5.063 3.628  -0.1225
C: 3.749 -0.121 3.889  -0.1229
N: -5.600 -3.083 -1.089  -0.4471
H: 0.573 3.914 -1.120  0.0888
N: 4.551 0.736 3.174  0.0240
H: -6.095 0.079 4.014  0.1355
H: -5.676 -0.588 1.636  0.1204
S: -2.393 5.257 -1.484  0.5580
O: -1.370 1.047 6.084  -0.1757
C: 2.362 3.668 1.414  -0.1620
H: 1.752 -0.270 -4.263  0.0909
H: 1.825 1.862 0.449  0.1001
C: 3.844 -0.809 1.743  -0.1167
C: 3.529 -1.361 -5.039  -0.1143
C: 0.631 -4.597 2.631  -0.1257
H: -0.722 2.295 7.572  0.1308
C: 2.594 -0.367 -4.929  -0.1653
H: -0.401 -0.621 1.542  0.0932
O: -0.873 5.192 -1.908  -0.1846
H: 0.692 5.585 -0.626  0.1326
C: 1.125 3.240 3.230  -0.1065
H: 0.502 1.238 2.454  0.0825
H: 1.575 1.727 5.754  0.1100
N: 3.520 2.449 -2.225  -0.4149
H: -0.542 4.979 1.259  0.1239
C: 0.949 1.267 6.521  -0.1564
O: 2.726 3.298 -1.834  0.0246
C: -0.014 4.782 -0.834  -0.1483
C: 0.319 -3.952 -6.197  -0.1568
H: 0.938 -5.979 -5.784  0.1329
H: -1.131 3.424 0.496  0.1076
O: -3.084 4.105 -1.935  -0.2299
H: -5.628 1.738 3.636  0.1344
S: -3.242 0.530 2.236  0.5569
O: 4.503 2.646 -2.890  0.0974
O: -1.657 1.197 -0.921  -0.1985
C: -0.531 -2.042 -0.040  -0.1439
O: 0.432 0.029 -0.253  -0.2126
H: 5.234 1.348 3.582  0.1477
O: -2.287 1.556 2.347  -0.2056
C: -4.172 -2.707 -1.136  0.0405
H: -1.876 -3.026 4.101  0.0860
C: 0.005 -5.416 -5.861  -0.1570
H: 5.427 -1.340 -6.334  0.0844
H: 2.270 1.389 -6.023  0.1215
C: 0.240 -0.999 0.747  -0.1457
N: 2.867 0.598 -5.853  0.0254
H: 2.128 0.926 -1.730  0.0684
H: -0.632 -5.861 -6.618  0.1335
O: -4.443 1.044 1.336  -0.1721
H: -6.504 0.980 1.449  0.1416
H: 1.187 -1.411 1.070  0.1101
N: -0.321 2.218 -4.401  -0.4163
C: 3.200 1.080 -1.781  0.0458
H: 5.155 0.809 1.082  0.1060
H: 3.560 0.970 -0.757  0.0781
N: 1.789 2.448 1.264  0.0592
S: -0.180 -4.099 -3.742  0.5765
O: 0.696 -0.080 6.170  -0.1773
O: -2.922 6.520 -1.822  -0.2169
H: -3.996 -1.743 -0.677  0.0788
C: -1.782 2.522 -4.326  0.0615
C: 0.101 -3.419 3.085  -0.1195
O: 0.852 -4.458 -2.845  -0.2196
H: 1.539 -4.902 2.138  0.1083
O: 0.064 1.490 -5.305  0.0470
C: -0.418 1.990 6.575  -0.1281
H: 2.967 4.146 0.661  0.1062
H: -0.030 -6.579 2.916  0.1408
H: -0.500 -3.504 -6.770  0.1330
H: 3.652 0.360 -2.456  0.0932
O: -5.952 -4.022 -1.762  0.0739
O: 0.406 2.779 -3.604  0.0654
H: -3.578 -3.499 -0.688  0.1096
N: -0.239 -5.600 2.990  0.0000
O: -6.339 -2.419 -0.384  0.0534
H: -1.068 -2.726 0.615  0.1268
O: 0.490 -3.311 -4.945  -0.1824
O: -2.150 5.184 0.079  -0.1848
O: -0.292 0.001 -2.555  -0.2242
H: 0.577 3.429 4.139  0.0743

Atoms 1-2, force components in eV/Å:
-0.32 0.54 -0.37
-0.12 -0.12 -0.01